## a
# C3H3NO2

2 unconnected molecules or ions with the total composition C3H3NO2 (the ωB97M-V functional and the def2-TZVPD basis, the Open Molecules 2025 dataset).

Values from the calculation:
Frontier orbital gap in eV: 11.03
HOMO in eV: -10.33

Bonds (Å) are listed after each position.
Positions of all 9 atoms, in Å:
1 C -0.858 -1.318 -0.480  N4 1.175, O6 1.166
2 C -1.397 1.659 -0.074  O5 1.132
3 C 1.159 -0.069 0.122  N4 1.402, H7 1.008, H8 1.078, H9 1.136
4 N -0.170 -0.503 0.012  C1 1.175, C3 1.402
5 O -1.239 2.189 0.914  C2 1.132
6 O -1.679 -2.089 -0.784  C1 1.166
7 H 1.744 -0.828 0.435  C3 1.008
8 H 1.061 0.752 0.813  C3 1.078
9 H 1.379 0.208 -0.958  C3 1.136

Here are the Löwdin charges for atoms 1 to 5, given in e: -0.359, 0.009, -0.077, -0.011, 0.046

## b
# C3H3NO2

C3H3NO2 in the gas phase (the ωB97M-V functional and the def2-TZVPD basis, the Open Molecules 2025 dataset).

Values from the calculation:
Frontier orbital gap in eV: 7.16
HOMO in eV: -7.60

Bonds (Å) are listed after each position.
Positions of all 9 atoms, in Å:
1 O -1.960 -0.435 -0.366  C2 1.340, H7 0.968
2 C -0.718 0.067 -0.408  O1 1.340, C3 1.372, N6 1.727
3 C 0.322 0.150 -1.298  C2 1.372, O4 1.286, H8 1.141
4 O 1.485 0.277 -0.764  C3 1.286
5 C 1.013 0.080 1.416  N6 1.191, H9 1.096
6 N -0.147 -0.099 1.212  C2 1.727, C5 1.191
7 H -2.103 -0.344 0.587  O1 0.968
8 H 0.208 0.112 -2.432  C3 1.141
9 H 1.899 0.192 2.052  C5 1.096

Here are the Löwdin charges for atoms 1 to 5, given in e: 0.011, -0.229, -0.259, -0.146, 0.134

Preferred: a; penalty for the next structure: 0.1424 hartree.

## a
# C3H3NO2

2 unconnected molecules or ions with the total composition C3H3NO2 (the ωB97M-V functional and the def2-TZVPD basis, the Open Molecules 2025 dataset).

Values from the calculation:
Frontier orbital gap in eV: 9.41
HOMO in eV: -9.69

Bonds (Å) are listed after each position.
Positions of all 9 atoms, in Å:
1 O 0.310 1.428 0.924  C2 1.280, C4 1.484
2 C -0.949 1.224 0.812  O1 1.280, O3 1.277, C4 1.889, H7 1.082
3 O -1.036 0.421 -0.176  C2 1.277, C4 1.495
4 C 0.459 0.425 -0.160  O1 1.484, C2 1.889, O3 1.495, H8 1.094
5 C 0.194 -2.471 -1.739  N6 1.181
6 N 0.606 -2.055 -0.713  C5 1.181, H9 1.119
7 H -1.745 1.583 1.452  C2 1.082
8 H 0.794 0.920 -1.076  C4 1.094
9 H 0.763 -1.092 -0.165  N6 1.119

Here are the Löwdin charges for atoms 1 to 5, given in e: 0.102, -0.197, 0.093, -0.068, -0.144

## b
# C3H3NO2

C3H3NO2 in the gas phase (the ωB97M-V functional and the def2-TZVPD basis, the Open Molecules 2025 dataset).

Values from the calculation:
Frontier orbital gap (alpha / beta) in eV: 8.45 / 8.45
HOMO (alpha / beta) in eV: -8.48 / -8.48

Bonds (Å) are listed after each position.
Positions of all 9 atoms, in Å:
1 C 0.163 0.952 0.589  O2 1.349, H8 1.093, H9 1.094
2 O 1.080 0.020 0.260  C1 1.349, C3 1.404
3 C 0.787 -1.136 -0.481  O2 1.404, O4 1.184, C5 1.560
4 O 1.616 -1.935 -0.761  C3 1.184
5 C -0.730 -1.172 -0.843  C3 1.560, N6 1.214
6 N -1.408 -0.241 -0.459  C5 1.214, H7 1.015
7 H -1.746 0.615 -0.030  N6 1.015
8 H -0.059 0.992 1.659  C1 1.093
9 H 0.297 1.904 0.067  C1 1.094

Here are the Löwdin charges for atoms 1 to 5, given in e: -0.073, -0.043, -0.423, 0.153, -0.030

Preferred: b; penalty for the next structure: 0.0224 hartree.

## a
# H18O9

9 unconnected molecules or ions with the total composition H18O9 (the ωB97M-V functional and the def2-TZVPD basis, the Open Molecules 2025 dataset).

Values from the calculation:
Frontier orbital gap in eV: 10.43
HOMO in eV: -10.18
SMILES string: O.O.O.O.O.O.O.O.O

Bonds (Å) are listed after each position.
Positions of all 27 atoms, in Å:
1 H 0.009 1.133 -1.309  O19 1.022
2 H 0.589 -0.069 -0.629  O19 0.951
3 H 2.981 1.967 -0.877  O20 1.007
4 H 4.199 2.935 -0.468  O20 0.950
5 H -2.935 -4.050 0.883  O21 0.906
6 H -1.701 -3.088 0.673  O21 0.973
7 H 2.284 -0.615 2.073  O22 0.891
8 H 0.750 -0.625 2.077  O22 0.973
9 H -5.602 0.076 0.552  O23 1.010
10 H -4.211 0.278 -0.214  O23 0.948
11 H 2.227 -2.154 0.367  O24 1.013
12 H 3.576 -2.684 0.770  O24 0.961
13 H 0.166 -2.733 -1.677  O25 1.039
14 H 1.569 -2.890 -2.455  O25 0.984
15 H -0.955 2.589 2.585  O26 0.930
16 H -0.299 3.645 1.637  O26 0.981
17 H -1.996 3.437 -1.743  O27 0.928
18 H -1.129 4.514 -1.295  O27 0.980
19 O 0.118 0.124 -1.432  H1 1.022, H2 0.951
20 O 3.937 2.026 -0.566  H3 1.007, H4 0.950
21 O -2.457 -3.563 0.287  H5 0.906, H6 0.973
22 O 1.565 -0.550 1.550  H7 0.891, H8 0.973
23 O -4.882 -0.359 -0.006  H9 1.010, H10 0.948
24 O 3.043 -1.897 0.911  H11 1.013, H12 0.961
25 O 1.188 -2.554 -1.612  H13 1.039, H14 0.984
26 O -0.807 2.808 1.693  H15 0.930, H16 0.981
27 O -1.645 3.757 -0.945  H17 0.928, H18 0.980

Here are the Löwdin charges for atoms 1 to 5, given in e: 0.070, -0.020, 0.065, 0.011, -0.020

## b
# H18O9

9 unconnected molecules or ions with the total composition H18O9 (the ωB97M-V functional and the def2-TZVPD basis, the Open Molecules 2025 dataset).

Values from the calculation:
Frontier orbital gap in eV: 10.25
HOMO in eV: -10.92
SMILES string: O.O.O.O.O.O.O.O.O

Bonds (Å) are listed after each position.
Positions of all 27 atoms, in Å:
1 O -1.729 1.699 -1.222  H2 0.898, H3 1.020
2 H -2.305 2.228 -1.663  O1 0.898
3 H -1.988 0.917 -0.620  O1 1.020
4 O -0.078 -1.863 3.079  H5 1.088, H6 0.986
5 H -0.742 -1.232 3.667  O4 1.088
6 H 0.540 -1.291 2.566  O4 0.986
7 O -0.676 0.779 1.615  H8 1.037, H9 0.863
8 H -0.250 0.462 2.506  O7 1.037
9 H -0.230 1.506 1.485  O7 0.863
10 O 3.522 1.885 -2.885  H11 0.870, H12 0.822
11 H 2.698 2.163 -2.864  O10 0.870
12 H 3.565 1.241 -2.376  O10 0.822
13 O 0.306 2.591 -2.257  H14 0.923, H15 0.987
14 H -0.548 2.259 -2.150  O13 0.923
15 H 0.874 2.103 -1.614  O13 0.987
16 O 0.458 -2.568 -0.170  H17 0.936, H18 0.964
17 H 1.393 -2.587 -0.152  O16 0.936
18 H 0.196 -2.156 0.662  O16 0.964
19 O -3.140 -2.071 2.874  H20 0.962, H21 0.907
20 H -2.401 -2.512 2.442  O19 0.962
21 H -3.189 -1.218 2.570  O19 0.907
22 O 3.663 -0.139 -1.050  H23 0.987, H24 0.988
23 H 4.170 0.254 -0.300  O22 0.987
24 H 2.770 0.012 -0.658  O22 0.988
25 O -2.416 -0.714 -0.864  H26 0.859, H27 0.953
26 H -2.928 -1.142 -1.406  O25 0.859
27 H -1.537 -0.605 -1.215  O25 0.953

Here are the Löwdin charges for atoms 1 to 5, given in e: -0.052, 0.010, 0.066, -0.127, 0.138

Preferred: a; penalty for the next structure: 0.0518 hartree.

## a
# H18O9

9 unconnected molecules or ions with the total composition H18O9 (the ωB97M-V functional and the def2-TZVPD basis, the Open Molecules 2025 dataset).

Values from the calculation:
Frontier orbital gap in eV: 9.95
HOMO in eV: -10.48
SMILES string: O.O.O.O.O.O.O.O.O

Bonds (Å) are listed after each position.
Positions of all 27 atoms, in Å:
1 O 0.358 0.873 0.478  H2 0.960, H3 0.964
2 H 1.026 1.274 -0.083  O1 0.960
3 H -0.299 0.485 -0.111  O1 0.964
4 O -3.428 0.913 0.814  H5 0.942, H6 0.937
5 H -2.910 1.120 1.573  O4 0.942
6 H -2.835 0.767 0.104  O4 0.937
7 O 3.040 0.120 -1.643  H8 0.953, H9 0.992
8 H 2.721 -0.772 -1.751  O7 0.953
9 H 2.447 0.653 -2.233  O7 0.992
10 O 0.696 1.143 -3.071  H11 0.957, H12 0.949
11 H 0.838 1.010 -4.008  O10 0.957
12 H 0.704 0.215 -2.871  O10 0.949
13 O 2.612 -0.082 1.980  H14 0.990, H15 0.964
14 H 3.381 -0.691 1.845  O13 0.990
15 H 1.877 -0.502 1.519  O13 0.964
16 O 0.527 -2.112 1.366  H17 0.960, H18 0.986
17 H 0.775 -2.576 2.169  O16 0.960
18 H -0.030 -1.394 1.749  O16 0.986
19 O 0.195 2.007 2.872  H20 0.954, H21 0.935
20 H 0.417 1.821 1.963  O19 0.954
21 H 0.881 2.351 3.406  O19 0.935
22 O -2.651 -2.527 0.064  H23 0.958, H24 0.937
23 H -2.121 -1.764 -0.168  O22 0.958
24 H -2.975 -2.846 -0.755  O22 0.937
25 O -1.695 0.020 -1.378  H26 0.941, H27 0.978
26 H -1.178 0.692 -1.786  O25 0.941
27 H -2.373 -0.198 -2.049  O25 0.978

Here are the Löwdin charges for atoms 1 to 5, given in e: -0.033, 0.062, 0.018, -0.024, 0.023

## b
# H18O9

9 unconnected molecules or ions with the total composition H18O9 (the ωB97M-V functional and the def2-TZVPD basis, the Open Molecules 2025 dataset).

Values from the calculation:
Frontier orbital gap in eV: 8.94
HOMO in eV: -8.78
SMILES string: O.O.O.O.O.O.O.O.O

Bonds (Å) are listed after each position.
Positions of all 27 atoms, in Å:
1 H -0.480 0.392 1.372  O19 0.964
2 H 0.009 -1.031 1.588  O19 0.964
3 H -2.516 1.291 -0.140  O20 0.964
4 H -2.607 2.713 0.388  O20 0.964
5 H 1.470 -0.143 2.246  O21 0.964
6 H 1.313 1.267 2.792  O21 0.964
7 H 0.098 -3.052 -0.862  O22 0.964
8 H 1.532 -2.563 -0.981  O22 0.964
9 H -0.268 0.724 -1.223  O23 0.964
10 H 0.702 1.887 -1.088  O23 0.964
11 H 4.611 -1.885 0.472  O24 0.964
12 H 3.290 -1.197 0.167  O24 0.964
13 H -3.876 -1.514 -0.818  O25 0.964
14 H -4.015 -0.788 0.510  O25 0.964
15 H -1.169 -0.813 -1.607  O26 0.964
16 H -2.254 -0.222 -0.722  O26 0.964
17 H 2.845 2.460 -1.664  O27 0.964
18 H 2.193 2.913 -0.368  O27 0.964
19 O -0.648 -0.519 1.104  H1 0.964, H2 0.964
20 O -2.015 1.953 0.350  H3 0.964, H4 0.964
21 O 1.038 0.700 2.063  H5 0.964, H6 0.964
22 O 0.634 -2.252 -0.821  H7 0.964, H8 0.964
23 O -0.238 1.686 -1.167  H9 0.964, H10 0.964
24 O 3.772 -2.018 0.016  H11 0.964, H12 0.964
25 O -4.379 -1.523 0.004  H13 0.964, H14 0.964
26 O -1.368 -0.600 -0.688  H15 0.964, H16 0.964
27 O 2.325 2.134 -0.920  H17 0.964, H18 0.964

Here are the Löwdin charges for atoms 1 to 5, given in e: 0.012, 0.033, 0.012, 0.051, 0.059

## c
# H18O9

9 unconnected molecules or ions with the total composition H18O9 (the ωB97M-V functional and the def2-TZVPD basis, the Open Molecules 2025 dataset).

Values from the calculation:
Frontier orbital gap in eV: 10.96
HOMO in eV: -10.98
SMILES string: O.O.O.O.O.O.O.O.O

Bonds (Å) are listed after each position.
Positions of all 27 atoms, in Å:
1 O 3.333 -10.753 -28.954  H2 0.963, H3 0.966
2 H 2.940 -11.468 -29.465  O1 0.963
3 H 2.670 -10.537 -28.286  O1 0.966
4 O -3.130 -7.125 -28.474  H5 0.978, H6 0.962
5 H -2.825 -7.815 -27.852  O4 0.978
6 H -3.209 -6.328 -27.940  O4 0.962
7 O -0.296 -10.344 -30.059  H8 0.962, H9 0.974
8 H -0.104 -11.234 -29.747  O7 0.962
9 H 0.131 -9.754 -29.412  O7 0.974
10 O 3.902 -6.742 -27.768  H11 0.967, H12 0.965
11 H 3.641 -7.239 -28.556  O10 0.967
12 H 4.826 -6.512 -27.924  O10 0.965
13 O -0.324 -6.476 -26.314  H14 0.966, H15 0.966
14 H -0.685 -5.999 -27.073  O13 0.966
15 H -0.185 -5.802 -25.636  O13 0.966
16 O -0.499 -8.206 -24.192  H17 0.981, H18 0.962
17 H -0.614 -7.899 -25.117  O16 0.981
18 H -1.385 -8.224 -23.821  O16 0.962
19 O -2.560 -8.870 -26.356  H20 0.962, H21 0.966
20 H -2.900 -8.654 -25.482  O19 0.962
21 H -2.106 -9.715 -26.241  O19 0.966
22 O 0.844 -8.704 -28.011  H23 0.966, H24 0.967
23 H 1.491 -8.169 -27.531  O22 0.966
24 H -0.004 -8.463 -27.616  O22 0.967
25 O 3.444 -7.017 -24.994  H26 0.961, H27 0.973
26 H 3.858 -6.151 -24.955  O25 0.961
27 H 3.682 -7.360 -25.873  O25 0.973

Here are the Löwdin charges for atoms 1 to 5, given in e: -0.061, 0.033, 0.015, -0.073, -0.014

Preferred: c; penalty for the next structure: 0.0140 hartree.